A single CH3ClS2 molecule, computed with wB97M-V/def2-TZVPD.

Element x y z (Å)
S  1.016  -1.228  -0.145
C  -0.135  0.019  -0.769
S  -0.005  1.637  0.038
Cl  -1.823  -0.584  -0.781
H  0.420  -1.370  1.043
H  0.166  0.245  -1.907
H  -0.416  1.239  1.241

Calculated values
F_max = 0.0537 Eh/bohr
Energy = -1296.44403 Eh
Lowest unoccupied orbital energy = 0.6 eV
SMILES = SC(S)Cl
Spin multiplicity = 1



A single C3H8N2S2 molecule, computed with wB97M-V/def2-TZVPD.

Element x y z (Å)
C  1.072  1.169  -2.715
S  1.196  -0.209  -1.493
N  0.055  0.361  -0.346
C  -0.215  -0.371  0.683
C  0.217  -1.758  1.196
N  -1.233  0.009  1.469
S  -2.071  1.485  1.493
H  1.602  0.948  -3.631
H  -0.039  1.045  -3.099
H  1.272  2.169  -2.273
H  -0.289  -2.580  0.614
H  1.318  -1.926  1.115
H  -0.133  -1.990  2.270
H  -1.522  -0.899  2.316
H  -1.230  2.544  2.401

Calculated values
F_max = 0.1296 Eh/bohr
Energy = -1024.87011 Eh
Lowest unoccupied orbital energy = 0.4 eV
SMILES = CS/N=C(\C)NS
Spin multiplicity = 1



A molecular structure, C24H27N4O3SW, computed with wB97M-V/def2-TZVPD.

Element x y z (Å)
W  -0.397  -0.921  -0.958
C  -3.626  -1.766  -1.685
O  -2.611  -0.752  -1.655
C  -3.066  0.575  -1.581
C  -4.387  0.960  -1.607
C  -4.681  2.312  -1.434
C  -3.668  3.235  -1.238
C  -2.337  2.835  -1.234
C  -2.031  1.497  -1.406
N  -0.750  0.952  -1.513
N  0.203  1.000  -0.510
C  1.575  1.185  -0.789
C  2.277  0.015  -0.941
O  1.522  -1.132  -0.968
C  3.676  -0.011  -1.077
C  4.351  1.175  -1.036
C  3.672  2.406  -0.846
C  4.376  3.633  -0.764
C  3.715  4.808  -0.549
C  2.312  4.816  -0.405
C  1.600  3.652  -0.486
C  2.260  2.422  -0.712
H  -4.270  -1.609  -2.548
H  -4.206  -1.736  -0.762
H  -3.112  -2.714  -1.784
H  -5.189  0.248  -1.735
H  -5.713  2.632  -1.442
H  -3.912  4.280  -1.103
H  -1.537  3.552  -1.115
H  4.185  -0.954  -1.226
H  5.427  1.191  -1.149
H  5.454  3.621  -0.872
H  4.266  5.737  -0.481
H  1.799  5.753  -0.230
H  0.525  3.652  -0.368
S  -1.921  -0.610  1.042
C  -0.729  -0.730  2.300
N  -0.491  -1.884  2.913
C  0.369  -1.997  4.093
C  1.474  -0.958  3.991
C  0.864  0.417  3.775
N  -0.061  0.352  2.644
H  -1.093  -2.648  2.651
H  0.776  -3.006  4.122
H  -0.226  -1.845  4.996
H  2.129  -1.202  3.152
H  2.075  -0.961  4.899
H  1.631  1.153  3.542
H  0.328  0.756  4.664
H  -0.309  1.193  2.139
C  -0.908  -5.138  -2.284
O  -1.033  -3.711  -2.075
C  -0.402  -3.076  -1.123
C  0.454  -3.895  -0.214
H  0.139  -5.431  -2.314
H  -1.376  -5.328  -3.243
H  -1.433  -5.676  -1.496
H  -0.110  -4.732  0.207
H  0.850  -3.280  0.591
H  1.304  -4.309  -0.765

Calculated values
F_max = 0.0268 Eh/bohr
Energy = -1840.49406 Eh
Lowest unoccupied orbital energy (alpha / beta) = -2.7 / -3.7 eV
Spin multiplicity = 3
Charge = +1



A molecular structure, C15H15ClO6PtS3, computed with wB97M-V/def2-TZVPD.

Element x y z (Å)
Pt  0.086  -1.282  -0.292
S  1.164  0.600  0.072
C  2.822  0.315  -0.135
C  3.698  1.436  -0.087
C  5.011  1.171  0.041
C  5.432  -0.147  0.059
C  4.622  -1.227  -0.032
C  3.224  -0.994  -0.188
S  2.149  -2.373  -0.355
H  3.329  2.444  -0.258
H  5.721  1.901  -0.083
H  6.523  -0.266  0.206
H  4.993  -2.245  0.059
C  -0.684  4.194  -0.429
S  -2.522  4.114  -0.512
C  -3.071  2.711  0.568
H  -0.162  3.577  -1.111
H  -0.332  3.893  0.576
H  -0.451  5.234  -0.631
H  -2.354  2.623  1.361
H  -3.145  1.703  0.173
H  -4.062  2.918  0.845
O  -2.906  -1.344  -0.236
C  -2.482  -2.525  -0.395
O  -1.327  -2.833  -0.770
C  -3.442  -3.716  -0.123
C  -4.822  -3.546  0.063
C  -5.580  -4.643  0.405
C  -4.946  -5.943  0.492
C  -3.591  -6.059  0.427
C  -2.804  -4.922  0.223
H  -5.332  -2.540  0.071
H  -6.662  -4.578  0.481
H  -5.572  -6.835  0.618
H  -3.078  -6.947  0.350
H  -1.758  -5.023  0.203
O  3.459  7.150  0.261
Cl  4.460  6.224  -0.326
O  4.019  4.863  -0.089
O  5.734  6.472  0.291
O  4.638  6.444  -1.795

Calculated values
F_max = 0.0638 Eh/bohr
Energy = -2805.91209 Eh
Lowest unoccupied orbital energy (alpha / beta) = 4.1 / 3.3 eV
Spin multiplicity = 3
Charge = -2